12
Properties=species:S:1:pos:R:3:forces:R:3:lowdin_charge:R:1 method="wB97M-V/def2-TZVPD" e_above_lowest_ev=0.396 smiles="[H]/N=C(/N)n1cnnn1" total_charge=0 total_energy_ev=-11077.8192
H 1.053 -2.030 -0.747 -0.80 -0.69 -0.27 0.03
N 1.558 -1.328 -0.264 0.09 0.09 -0.13 0.16
C 0.952 -0.300 0.118 0.68 0.88 1.01 -0.47
N 1.633 0.703 0.748 0.11 -1.07 0.02 0.14
N -0.461 0.050 0.090 0.48 1.34 -0.01 -0.01
C -1.500 -0.580 -0.402 0.59 -2.46 -1.50 -0.21
N -2.512 0.174 -0.537 -2.20 0.87 0.46 0.03
N -2.157 1.365 -0.010 1.50 0.10 -0.17 -0.01
N -0.915 1.336 0.316 -0.03 -0.03 0.40 0.05
H 1.187 1.575 0.669 -0.08 1.38 0.35 0.05
H 2.639 0.602 0.823 -0.48 0.15 -0.27 0.12
H -1.476 -1.567 -0.804 0.13 -0.55 0.10 0.12